1.
The following is a DFT calculation (ωB97M-V/def2-TZVPD) of a molecular structure, C23H38BF2N8O7PRuS in a non-equilibrium geometry.

```
82
Properties=species:S:1:pos:R:3:lowdin_charge:R:1
Ru 0.061 0.266 -0.262 1.0561
C -1.797 4.228 2.904 -0.0212
N -0.622 3.482 2.500 -0.1224
C 0.369 3.297 3.536 -0.0140
C -0.530 2.942 1.277 -0.4043
N 0.446 2.262 0.770 0.0846
N -1.627 3.199 0.429 0.1322
C -2.366 2.230 -0.191 -0.5198
N -3.400 2.688 -0.944 0.1896
N -2.154 0.984 0.062 0.0702
H -1.900 4.162 3.984 0.1014
H -2.696 3.806 2.459 0.0950
H -1.702 5.281 2.627 0.1011
H 0.754 4.259 3.877 0.1093
H 1.202 2.689 3.190 0.0847
H -0.111 2.793 4.382 0.0651
H 1.271 2.140 1.352 0.0583
H -1.915 4.160 0.320 0.1544
H -3.416 3.644 -1.253 0.1135
H -3.864 2.034 -1.551 0.1144
H -2.833 0.366 -0.367 0.0626
F 2.366 -2.197 -0.960 0.2066
B 1.198 -2.776 -0.823 -1.0711
F 0.299 -2.362 -1.719 0.1204
C 1.944 -0.637 -5.407 -0.0530
C 1.606 -0.320 -3.963 -0.2653
O 0.178 -0.356 -3.844 -0.2712
P -0.564 0.271 -2.565 0.6871
O -0.750 1.826 -2.910 -0.2951
C -1.193 2.242 -4.215 -0.2725
C -0.512 3.548 -4.583 -0.0605
O -2.062 -0.229 -2.851 -0.2650
C -2.527 -1.541 -2.501 -0.2792
C -2.206 -2.558 -3.578 -0.0585
H 3.019 -0.731 -5.518 0.0848
H 1.579 0.146 -6.065 0.0774
H 1.469 -1.574 -5.687 0.0835
H 1.978 0.666 -3.664 0.1215
H 2.035 -1.071 -3.294 0.1065
H -2.278 2.365 -4.179 0.1149
H -0.948 1.460 -4.940 0.1128
H -0.870 4.368 -3.965 0.0740
H -0.713 3.770 -5.628 0.0835
H 0.563 3.453 -4.447 0.0796
H -3.609 -1.437 -2.385 0.1224
H -2.095 -1.846 -1.539 0.1018
H -2.751 -2.327 -4.488 0.0858
H -2.476 -3.551 -3.235 0.0884
H -1.143 -2.539 -3.792 0.0598
O 1.969 -0.228 1.024 -0.0482
C 1.160 -0.710 1.848 -0.6665
O 0.037 -1.173 1.499 -0.1040
C 1.504 -0.677 3.301 -0.1163
C 2.750 -1.079 3.777 0.0070
C 3.022 -0.992 5.138 -0.0530
C 2.105 -0.428 6.002 0.0254
C 0.906 0.079 5.495 -0.1442
C 0.582 -0.093 4.151 0.0570
N 0.042 0.830 6.336 -0.3280
O 0.219 0.791 7.545 0.1071
O -0.814 1.528 5.782 0.0333
H 3.478 -1.461 3.081 0.1231
H 3.970 -1.346 5.515 0.1209
H 2.304 -0.328 7.058 0.1258
H -0.375 0.231 3.770 0.1339
C 2.880 -4.412 4.997 -0.0255
C 3.149 -4.301 3.542 -0.3114
C 4.375 -4.189 2.958 0.0052
C 4.482 -4.046 1.549 -0.3289
N 3.367 -3.989 0.807 0.1056
C 2.214 -4.082 1.362 -0.6252
S 0.732 -3.993 0.392 1.1044
N 2.035 -4.275 2.715 0.0837
C 5.776 -3.945 0.827 -0.0456
H 3.804 -4.557 5.549 0.0895
H 2.208 -5.247 5.197 0.0889
H 2.400 -3.498 5.351 0.0639
H 5.267 -4.210 3.557 0.1195
H 1.105 -4.376 3.090 0.1388
H 6.444 -4.749 1.135 0.0780
H 6.263 -2.994 1.048 0.0772
H 5.591 -4.006 -0.243 0.0782
```

Total charge ... +1
Orbital gap (spin up / spin down) ... 0.145 / 0.278 hartree
<S²> ... 0.775
Relative energy (zero: lowest compared OMol25 entry of this formula, charge and spin) ... 3.303 eV
2S+1 ... 2


2.
The following is a DFT calculation (ωB97M-V/def2-TZVPD) of 3 unconnected molecules or ions with the total composition C22H48B3O10P.

```
84
Properties=species:S:1:pos:R:3:lowdin_charge:R:1
C 3.627 -1.412 1.066 -0.1018
C 3.304 -0.605 -0.204 -0.2543
C 2.096 0.343 -0.066 -0.2309
C 2.522 1.808 0.016 -0.2193
C 1.418 2.789 0.441 -0.2160
C 0.031 2.457 -0.106 -0.2209
C -0.977 3.611 0.050 -0.2016
C -1.872 3.799 -1.185 -0.0597
B -3.176 4.616 -0.936 -0.5030
O -3.572 5.661 -1.780 0.2565
B -4.827 5.467 -2.307 -0.3251
O -5.702 4.644 -1.621 0.2328
B -5.408 4.415 -0.273 -0.5249
C -6.546 4.347 0.795 -0.0820
C -7.927 4.000 0.209 -0.1972
P -8.199 2.223 0.159 0.4792
O -6.962 1.430 0.271 -0.2443
O -9.274 1.993 1.305 -0.2094
C -9.655 0.629 1.602 -0.2587
C -9.296 0.304 3.042 -0.0668
O -9.050 1.905 -1.157 -0.2097
C -8.347 1.708 -2.403 -0.2469
C -8.711 2.805 -3.404 -0.0613
O -4.076 4.286 0.065 0.3116
H 4.699 -1.432 1.265 0.0539
H 3.313 -2.452 0.958 0.0674
H 3.134 -1.002 1.947 0.0698
H 3.104 -1.301 -1.023 0.0909
H 4.182 -0.035 -0.520 0.0964
H 1.419 0.197 -0.910 0.1015
H 1.546 0.088 0.845 0.1074
H 3.357 1.884 0.719 0.1116
H 2.915 2.126 -0.955 0.1119
H 1.682 3.787 0.078 0.1057
H 1.390 2.862 1.532 0.1154
H 0.129 2.226 -1.173 0.1112
H -0.374 1.566 0.378 0.1130
H -1.618 3.405 0.911 0.1130
H -0.445 4.539 0.277 0.1119
H -2.204 2.802 -1.508 0.1297
H -1.305 4.228 -2.014 0.1173
H -5.162 5.974 -3.326 0.1144
H -6.608 5.305 1.323 0.1205
H -6.242 3.614 1.545 0.1120
H -8.041 4.392 -0.803 0.0872
H -8.726 4.442 0.807 0.0989
H -10.731 0.581 1.441 0.1178
H -9.163 -0.058 0.913 0.1087
H -10.075 0.637 3.727 0.0732
H -8.377 0.828 3.304 0.0801
H -9.130 -0.765 3.171 0.0764
H -8.647 0.728 -2.769 0.1164
H -7.274 1.677 -2.216 0.1038
H -9.225 3.616 -2.890 0.0743
H -7.813 3.215 -3.867 0.0713
H -9.359 2.428 -4.193 0.0695
C 8.229 -3.477 1.625 -0.0687
C 8.184 -2.495 2.774 -0.2298
O 6.838 -2.103 3.086 -0.0106
C 6.037 -2.816 3.904 -0.5317
C 6.481 -4.176 4.389 0.0121
O 4.958 -2.367 4.175 0.0997
H 7.727 -4.412 1.876 0.0710
H 9.255 -3.714 1.351 0.0786
H 7.735 -3.054 0.750 0.0815
H 8.689 -2.873 3.663 0.1090
H 8.676 -1.563 2.500 0.1221
H 6.102 -4.923 3.691 0.0945
H 6.022 -4.348 5.358 0.0894
H 7.557 -4.299 4.475 0.0691
C 5.415 -4.759 -2.764 -0.0592
C 6.847 -4.465 -3.157 -0.2334
O 7.728 -4.475 -2.026 -0.0057
C 8.291 -5.601 -1.541 -0.5225
C 7.845 -6.947 -2.061 0.0146
O 9.097 -5.495 -0.658 0.0991
H 5.309 -5.764 -2.356 0.0692
H 4.764 -4.674 -3.635 0.0828
H 5.080 -4.049 -2.008 0.0794
H 7.209 -5.142 -3.931 0.1102
H 6.932 -3.454 -3.552 0.1233
H 7.044 -7.309 -1.417 0.0965
H 8.686 -7.630 -1.978 0.0911
H 7.490 -6.942 -3.087 0.0699
```

Orbital gap ... 0.391 hartree
SMILES string ... CCCCCCCCB1OBOB(CCP(=O)(OCC)OCC)O1.CCOC(C)=O.CCOC(C)=O


3.
The following is a DFT calculation (ωB97M-V/def2-TZVPD) of a gas-phase ion, C3H3N2 (charge +1) in a non-equilibrium geometry.

```
8
Properties=species:S:1:pos:R:3:nbo_charge:R:1
C -1.570 0.624 -0.159 0.4803
N -0.968 -0.206 0.313 -0.1757
C 0.273 -0.676 0.446 -0.0471
C 1.216 0.104 -0.455 0.0934
N 1.153 0.416 0.759 -0.2216
H -2.430 0.934 -0.738 0.3040
H 0.368 -1.654 0.982 0.2769
H 1.960 0.458 -1.148 0.2898
```

Total charge ... +1
Orbital gap ... 0.356 hartree
Relative energy (zero: lowest compared OMol25 entry of this formula, charge and spin) ... 2.376 eV
SMILES string ... C#[N+][C@H]1C=N1


4.
The following is a DFT calculation (ωB97M-V/def2-TZVPD) of C4H9NO2 in the gas phase in a non-equilibrium geometry.

```
16
Properties=species:S:1:pos:R:3:nbo_charge:R:1
C 0.688 0.745 2.676 -0.2865
N 0.136 0.120 1.677 0.3665
O -0.752 -0.647 1.887 -0.4623
O 0.695 0.387 0.378 -0.4081
C -0.460 -0.041 -0.720 0.1206
C -0.356 0.941 -1.770 -0.6494
C -0.039 -1.458 -0.971 -0.6409
H 1.256 1.655 2.613 0.1996
H 0.659 0.243 3.695 0.2063
H -1.358 -0.002 -0.168 0.2076
H 0.053 1.847 -1.402 0.2431
H 0.384 0.572 -2.488 0.2065
H -1.260 1.031 -2.257 0.2251
H -0.625 -2.086 -1.673 0.2217
H 0.004 -1.907 -0.002 0.2413
H 0.974 -1.400 -1.474 0.2088
```

Orbital gap ... 0.354 hartree
Relative energy (zero: lowest compared OMol25 entry of this formula, charge and spin) ... 5.896 eV
SMILES string ... C=[N+]([O-])OC(C)C


5.
The following is a DFT calculation (ωB97M-V/def2-TZVPD) of 2 unconnected molecules or ions with the total composition C5H10N in a non-equilibrium geometry.

```
16
Properties=species:S:1:pos:R:3:nbo_charge:R:1
C -0.289 -1.753 -2.032 -0.3162
C -0.269 -0.591 -1.400 0.0618
C 0.298 1.882 -1.065 -0.6219
C 0.613 -0.837 2.578 0.0862
C -0.445 0.558 -0.715 -0.2979
N -0.019 0.027 1.908 -0.5962
H -0.882 -2.041 -2.819 0.2165
H -0.400 2.582 -1.544 0.2586
H 0.484 2.402 -0.205 0.2231
H 1.148 1.651 -1.748 0.2445
H 1.491 -1.474 2.376 0.2428
H 0.222 -1.220 3.614 0.2228
H 0.356 -2.529 -1.577 0.2172
H -1.487 0.799 -0.443 0.2076
H -0.949 0.375 2.252 0.4405
H 0.130 0.171 0.819 0.4106
```

Total charge ... +1
Orbital gap (spin up / spin down) ... 0.180 / 0.257 hartree
<S²> ... 2.011
Relative energy (zero: lowest compared OMol25 entry of this formula, charge and spin) ... 3.201 eV
2S+1 ... 3


Respective calculated total energy values: -2922.8437; -2035.7555; -225.1705; -362.8688; -250.7418 hartree.
Respective molecular weight values: 751.5; 536.0; 67.1; 103.1; 84.1 g/mol.